A molecular structure, C38H30IrN10O4S4Se, computed with ωB97M-V/def2-TZVPD.

Atoms and positions in Å:
1 Ir 1.65039 1.76157 0.01853
2 C 2.80856 1.72211 4.86040
3 N 3.07150 0.61305 3.95579
4 C 4.09296 -0.30541 4.08523
5 C 4.01298 -1.13352 3.02804
6 N 2.94037 -0.71736 2.25347
7 C 2.37282 0.37114 2.83087
8 S 1.04934 1.32345 2.32665
9 C 2.65294 -1.34890 0.99885
10 C 2.61601 -2.73232 0.96238
11 C 2.42535 -3.33656 -0.26494
12 C 2.31345 -2.54210 -1.39610
13 C 2.33893 -1.17004 -1.24903
14 N 2.48561 -0.57997 -0.05909
15 H 3.40025 1.57402 5.75958
16 H 1.75169 1.74329 5.11368
17 H 3.08272 2.66348 4.38477
18 H 4.78164 -0.27941 4.91006
19 H 4.63090 -1.95899 2.72810
20 H 2.68361 -3.30675 1.87529
21 H 2.33435 -4.41132 -0.34161
22 H 2.16081 -2.98237 -2.36952
23 H 2.19530 -0.49769 -2.08489
24 S 2.27900 4.35938 0.39222
25 C 3.56710 4.27524 1.47609
26 C 3.85837 5.39274 2.30812
27 C 4.87878 5.37041 3.21496
28 C 5.10716 6.50378 4.06414
29 N 5.28025 7.40815 4.75073
30 C 5.71034 4.21031 3.32487
31 C 5.48721 3.13596 2.51329
32 C 4.41555 3.11478 1.57931
33 S 4.19594 1.74499 0.63039
34 C 6.75721 4.14786 4.30430
35 N 7.58205 4.05802 5.09893
36 H 3.23034 6.26907 2.22418
37 H 6.11994 2.26190 2.59206
38 N -7.34612 4.38967 -5.25359
39 C -6.48991 4.26069 -4.49900
40 C -5.41887 4.09965 -3.55408
41 C -4.60077 2.97441 -3.61959
42 C -3.57735 2.81072 -2.70525
43 C -3.35856 3.78432 -1.73830
44 C -4.16468 4.91291 -1.67361
45 C -5.20032 5.06584 -2.57690
46 N -2.29927 3.62401 -0.81083
47 C -2.27624 4.03993 0.50815
48 C -1.06319 3.67940 0.99539
49 N -0.34871 3.04997 0.00315
50 C -1.10734 3.03174 -1.06181
51 H -4.77706 2.22426 -4.37767
52 H -2.96251 1.92208 -2.73365
53 H -3.97086 5.68010 -0.93743
54 H -5.83387 5.94077 -2.53591
55 H -3.12233 4.51688 0.96744
56 H -0.65292 3.82452 1.98003
57 H -0.82336 2.62765 -2.01849
58 C -5.49535 -8.08064 -2.21914
59 C -4.28798 -7.25826 -1.86623
60 C -4.11611 -6.76207 -0.57373
61 C -2.99148 -6.03195 -0.23566
62 C -2.02337 -5.79033 -1.20190
63 C -2.17275 -6.26774 -2.49291
64 C -3.30707 -6.99663 -2.81706
65 S -0.57631 -4.89460 -0.74691
66 O -0.04357 -5.41157 0.48350
67 O 0.27633 -4.86020 -1.91058
68 N -1.18203 -3.42360 -0.38301
69 C -1.51059 -2.52043 -1.49209
70 C -1.81512 -1.13283 -0.92792
71 C -0.58908 -0.55687 -0.22768
72 O -0.20379 -1.11396 0.80386
73 O -0.05096 0.45215 -0.81951
74 H -6.29671 -7.93726 -1.49577
75 H -5.24455 -9.14314 -2.23151
76 H -5.87500 -7.82238 -3.20766
77 H -4.87535 -6.95165 0.17508
78 H -2.85847 -5.64775 0.76706
79 H -1.40698 -6.06803 -3.22963
80 H -3.42989 -7.36850 -3.82715
81 H -0.62193 -2.94854 0.33188
82 H -2.38649 -2.91018 -2.01527
83 H -0.68656 -2.46115 -2.21130
84 H -2.62106 -1.22105 -0.19772
85 H -2.13567 -0.48124 -1.73923
86 Se 1.75800 3.63523 -4.54596
87 C 1.88323 2.71028 -3.04597
88 N 1.95917 2.08333 -2.05803

Atoms 1-6, force components in eV/Å:
Ir -0.32 -0.12 0.20
C 0.00 -0.02 -0.01
N -0.01 -0.04 -0.01
C -0.01 -0.04 -0.04
C 0.05 0.05 0.02
N 0.01 0.01 0.05

ΔE to the lowest compared entry with this formula, charge and spin = 4.6 kcal per mole
Multiplicity = 6
E = -6413.049550 Ha
Kohn-Sham gap (spin up / spin down) = 6.6 / 4.5 eV
LUMO (spin up / spin down) = -0.57 / -3.21 eV